(1)
A single C20H18N2O3 molecule. Source: the OMol25 dataset; level of theory: ωB97M-V with the def2-TZVPD basis set.

## Properties
* HOMO level: -8.92 eV
* relative energy (zero: lowest compared OMol25 entry of this formula, charge and spin): 11.1 kcal/mol
* total energy: -30156.328 eV

Geometry as ORCA input:
```
! wB97M-V def2-TZVPD RIJCOSX def2/J DEFGRID3
* xyz 0 1
C -4.979 -3.277 0.267
H -4.961 -3.567 -0.785
H -4.504 -4.062 0.857
H -6.000 -3.111 0.600
O -4.295 -2.042 0.449
C -2.995 -2.039 0.154
O -2.389 -2.997 -0.245
C -2.395 -0.655 0.333
N -0.975 -0.755 0.505
C -0.276 0.094 1.285
O -0.778 0.872 2.075
C 1.204 -0.019 1.086
N 1.626 -0.829 0.145
C 2.948 -0.929 -0.080
C 3.400 -1.805 -1.090
C 4.736 -1.929 -1.345
C 5.677 -1.188 -0.610
C 5.271 -0.331 0.374
C 3.901 -0.178 0.665
C 3.411 0.689 1.665
C 2.063 0.771 1.877
H 1.624 1.416 2.621
H 4.109 1.276 2.246
H 5.990 0.241 0.943
H 6.728 -1.304 -0.830
H 5.082 -2.601 -2.117
H 2.663 -2.368 -1.642
H -0.449 -1.352 -0.120
H -2.810 -0.166 1.220
C -2.740 0.190 -0.925
C -2.043 1.516 -0.824
C -0.749 1.665 -1.309
C -0.065 2.854 -1.132
C -0.669 3.909 -0.471
C -1.960 3.772 0.008
C -2.641 2.581 -0.164
H -3.643 2.471 0.225
H -2.434 4.592 0.526
H -0.133 4.835 -0.326
H 0.944 2.952 -1.505
H -0.270 0.843 -1.822
H -2.401 -0.351 -1.812
H -3.822 0.316 -0.974
*
```

Atomic partial charges in e from the Mulliken method, atoms 1 to 4:
1. C -0.704
2. H 0.311
3. H 0.313
4. H 0.234

***

(2)
2 unconnected molecules or ions with the total composition ClH2NS. Source: the OMol25 dataset; level of theory: ωB97M-V with the def2-TZVPD basis set.

## Properties
* HOMO level (alpha / beta): -8.77 / -8.78 eV
* relative energy (zero: lowest compared OMol25 entry of this formula, charge and spin): 23.8 kcal/mol
* total energy: -24878.209 eV

Geometry as ORCA input:
```
! wB97M-V def2-TZVPD RIJCOSX def2/J DEFGRID3
* xyz 0 1
N -0.325 0.786 -0.301
S -0.249 1.687 0.908
Cl 0.870 -2.072 0.689
H -0.309 1.013 -1.256
H 0.014 -1.414 -0.041
*
```

Atomic partial charges in e from the Mulliken method, atoms 1 to 4:
1. N -0.271
2. S 0.039
3. Cl -0.280
4. H 0.231

***

(3)
A molecular structure, C45H31N8O3S3Ti. Source: the OMol25 dataset; level of theory: ωB97M-V with the def2-TZVPD basis set.

## Properties
* <S²>: 2.038
* HOMO level (alpha / beta): -9.02 / -10.43 eV
* relative energy (zero: lowest compared OMol25 entry of this formula, charge and spin): 56.0 kcal/mol
* total energy: -120850.092 eV

Geometry as ORCA input:
```
! wB97M-V def2-TZVPD RIJCOSX def2/J DEFGRID3
* xyz 1 3
Ti -0.244 -0.971 -0.578
C -2.682 1.208 2.335
C -2.329 0.428 1.267
N -1.049 0.057 1.063
C -0.127 0.461 1.970
C -0.524 1.292 3.030
N -1.768 1.665 3.213
C 1.156 -0.206 1.850
C 2.163 -0.273 2.803
C 3.049 -1.347 2.785
C 2.702 -2.463 1.986
C 1.679 -2.345 1.083
N 1.153 -1.102 0.813
C 0.732 -3.408 0.709
C 0.928 -4.776 0.872
N -0.070 -5.639 0.807
C -1.282 -5.151 0.551
C -1.488 -3.807 0.301
N -0.488 -2.931 0.387
C 4.190 -1.428 3.719
C 5.373 -2.045 3.327
C 6.432 -2.099 4.222
N 6.383 -1.597 5.451
C 5.247 -1.015 5.825
C 4.134 -0.903 5.007
H -3.714 1.490 2.498
H -3.064 0.097 0.542
H 0.211 1.652 3.742
H 2.230 0.471 3.586
H 3.143 -3.426 2.206
H 1.918 -5.172 1.064
H -2.106 -5.851 0.519
H -2.456 -3.429 -0.002
H 5.483 -2.456 2.332
H 7.365 -2.567 3.931
H 5.220 -0.621 6.834
H 3.234 -0.440 5.390
S 0.629 6.143 3.647
C 2.046 6.447 4.545
C 3.079 5.660 4.142
C 2.714 4.792 3.082
C 1.407 4.937 2.697
C 0.687 4.212 1.646
C 1.319 3.155 0.949
N 0.741 2.417 0.036
C -0.532 2.705 -0.304
C -1.248 3.757 0.283
C -2.565 4.076 -0.194
C -3.068 3.463 -1.286
C -2.317 2.440 -1.963
C -2.652 1.976 -3.245
C -1.781 1.160 -3.929
C -0.715 0.604 -3.188
N -0.442 0.925 -1.935
C -1.130 1.975 -1.396
C -1.924 0.872 -5.357
C -0.918 0.755 -6.273
C -1.400 0.617 -7.601
C -2.758 0.612 -7.664
S -3.465 0.785 -6.118
C -0.614 4.494 1.295
H 2.042 7.192 5.323
H 4.066 5.698 4.579
H 3.406 4.103 2.620
H 2.346 2.895 1.181
H -3.118 4.866 0.298
H -4.025 3.758 -1.697
H -3.541 2.366 -3.729
H -0.081 -0.148 -3.638
H 0.131 0.813 -6.019
H -0.764 0.535 -8.469
H -3.385 0.519 -8.536
H -1.160 5.298 1.776
C 0.526 -3.112 -8.554
C 0.360 -2.926 -7.073
C 1.439 -2.532 -6.287
C 1.312 -2.392 -4.914
C 0.081 -2.649 -4.330
C -1.020 -3.022 -5.090
C -0.871 -3.153 -6.458
S -0.044 -2.744 -2.589
O -0.039 -4.130 -2.242
O -1.278 -2.006 -2.129
O 1.053 -1.920 -1.993
H 1.072 -2.279 -8.997
H -0.438 -3.200 -9.053
H 1.096 -4.019 -8.763
H 2.399 -2.346 -6.753
H 2.158 -2.112 -4.301
H -1.972 -3.224 -4.617
H -1.722 -3.443 -7.062
*
```

Atomic partial charges in e from the Mulliken method, atoms 1 to 4:
1. Ti -0.270
2. C -0.828
3. C -0.331
4. N 0.261

***

(4)
2 unconnected molecules or ions with the total composition C4H12ClN2O3. Source: the OMol25 dataset; level of theory: ωB97M-V with the def2-TZVPD basis set.

## Properties
* HOMO level: -13.71 eV
* relative energy (zero: lowest compared OMol25 entry of this formula, charge and spin): 62.5 kcal/mol
* total energy: -25979.668 eV

Geometry as ORCA input:
```
! wB97M-V def2-TZVPD RIJCOSX def2/J DEFGRID3
* xyz 1 1
C 1.051 -1.686 0.718
C 1.152 0.117 -1.155
C -1.096 0.457 0.796
C -2.258 0.340 -0.147
N -0.360 1.594 0.794
N 0.362 -0.764 -0.268
O -1.125 -0.316 1.858
O -1.834 0.793 -1.382
O -3.366 1.079 0.330
Cl -2.659 -1.385 -0.360
H 1.952 -1.286 1.174
H 0.371 -1.912 1.531
H 1.295 -2.545 0.088
H 1.991 -0.486 -1.542
H 0.438 0.584 -1.799
H 1.492 0.929 -0.629
H 0.336 1.902 1.368
H -0.467 2.117 -0.101
H -0.413 -1.348 -0.727
H -0.242 -0.261 2.168
H -2.597 0.800 -2.007
H -3.154 1.865 0.884
*
```

Atomic partial charges in e from the Mulliken method, atoms 1 to 4:
1. C -1.029
2. C -1.014
3. C -0.093
4. C 0.781